Entry 1:
This record from OMol25 describes C52H70AsAuClN7O3PS as an isolated structure. The level of theory is ωB97M-V/def2-TZVPD.

## Properties
Spin multiplicity: 1
F_max in eV/A: 1.4
Charge: +3
Frontier orbital gap in Eh: 0.1695
E_LUMO in eV: -9.838

Geometry (Å):
Au  -0.34267  0.72979  -0.28716
C  3.02737  4.55826  -0.48732
S  2.83664  2.80908  -0.83992
C  4.11503  2.20960  0.27694
O  1.52239  2.41013  -0.19612
H  2.97835  4.72448  0.58754
H  2.21813  5.08078  -0.99285
H  3.98569  4.88632  -0.89029
H  5.08760  2.49215  -0.12613
H  4.03460  1.12334  0.31207
H  3.96640  2.64282  1.26502
C  -4.82665  -0.54604  0.71072
C  -3.37703  -0.50999  0.20979
C  -2.49157  -1.04971  1.34596
C  -3.19688  -1.40846  -1.02558
P  -2.72932  1.19398  -0.27925
C  -3.00275  2.46321  0.96892
C  -2.01093  3.44233  1.12650
C  -2.22057  4.51778  1.97003
C  -3.41419  4.62816  2.67355
C  -4.39482  3.65725  2.53120
C  -4.20124  2.58174  1.67640
C  -3.59782  1.94167  -1.79701
C  -3.08752  1.33959  -3.10050
C  -5.10481  1.71598  -1.67484
C  -3.31636  3.45106  -1.78135
H  -5.14344  -1.59086  0.70306
H  -5.52677  0.00901  0.09619
H  -4.89799  -0.19715  1.73897
H  -2.88194  -2.02309  1.64834
H  -2.51912  -0.40088  2.22203
H  -1.45478  -1.18829  1.03726
H  -3.25244  -2.45196  -0.71064
H  -2.22793  -1.25095  -1.50775
H  -3.98403  -1.24534  -1.76113
H  -1.06736  3.35183  0.59831
H  -1.45675  5.27672  2.07523
H  -3.58367  5.47295  3.32740
H  -5.32373  3.73892  3.07940
H  -4.99322  1.85999  1.55219
H  -3.28845  0.27339  -3.18413
H  -2.02606  1.49752  -3.21144
H  -3.59416  1.83892  -3.92847
H  -5.37931  0.67301  -1.82016
H  -5.58018  2.29253  -2.47140
H  -5.51057  2.08058  -0.73086
H  -2.26222  3.67904  -1.66894
H  -3.86172  3.95203  -0.98308
H  -3.64910  3.87150  -2.73193
C  0.31567  -0.19180  6.93213
C  0.92741  -1.36932  6.16017
C  1.27156  -2.44709  7.20113
C  -0.09498  -1.96708  5.19816
C  2.24169  -0.89799  5.44066
O  3.13640  -0.40651  6.43625
C  3.02828  -2.00388  4.67253
C  2.75262  -2.31526  3.17925
C  1.81594  -3.45250  2.85338
C  2.15085  -4.76492  3.17415
C  1.31883  -5.82160  2.83752
C  0.13403  -5.57277  2.15854
Cl  -0.91101  -6.87794  1.73211
C  -0.21897  -4.27307  1.82891
C  0.62032  -3.22875  2.18023
C  2.15603  0.40044  4.58337
N  1.07813  0.63345  3.62229
C  1.13519  0.54587  2.30808
N  -0.02203  0.96421  1.79546
C  -0.77016  1.31755  2.88802
N  -0.11449  1.14867  3.99624
H  -0.46991  -0.56637  7.59008
H  -0.13875  0.55117  6.27883
H  1.06672  0.29391  7.55383
H  0.34691  -2.76585  7.68268
H  1.91845  -2.06334  7.99113
H  1.72510  -3.33710  6.76516
H  -1.03523  -2.12217  5.73092
H  0.23243  -2.93485  4.82627
H  -0.30935  -1.32169  4.34224
H  3.41074  -1.12431  7.01726
H  2.96948  -2.93362  5.23665
H  4.06398  -1.66433  4.73653
H  3.72280  -2.58687  2.75585
H  2.41668  -1.42490  2.65351
H  3.08370  -4.97268  3.68640
H  1.58354  -6.83722  3.09870
H  -1.15375  -4.08805  1.31452
H  0.33349  -2.21028  1.93442
H  3.09276  0.47553  4.03120
H  2.13717  1.21969  5.29915
H  1.97153  0.20300  1.73107
H  -1.75864  1.72377  2.85857
N  0.48511  -3.62719  -2.51576
C  1.56754  -3.84960  -1.75356
N  2.22739  -4.99480  -1.87225
N  2.00020  -2.98420  -0.85393
C  1.51850  -1.85850  -0.52348
N  1.21256  -0.83233  -0.04796
H  0.15988  -4.30780  -3.18079
H  -0.02708  -2.76907  -2.39758
H  1.97527  -5.69765  -2.54586
H  3.04901  -5.14415  -1.31002
O  -0.28951  0.03617  -2.26323
As  0.57912  0.49388  -3.66764
C  -0.57563  0.10953  -5.15093
C  -0.87181  -1.21175  -5.48163
C  -1.66715  -1.48104  -6.58328
C  -2.18173  -0.43432  -7.33810
C  -1.91688  0.88179  -6.98526
C  -1.10942  1.16047  -5.89233
C  2.14997  -0.59580  -3.81959
C  2.39557  -1.34841  -4.96467
C  3.53377  -2.13972  -5.02666
C  4.41355  -2.18456  -3.95442
C  4.17190  -1.42202  -2.81718
C  3.04629  -0.61877  -2.75353
C  1.02549  2.34578  -3.81881
C  1.78687  2.71839  -4.92449
C  1.99403  4.06382  -5.18306
C  1.43176  5.02526  -4.35081
C  0.68022  4.64564  -3.24657
C  0.47865  3.29966  -2.97855
H  -0.47809  -2.02443  -4.88203
H  -1.88543  -2.50419  -6.85826
H  -2.79483  -0.64747  -8.20344
H  -2.33458  1.69448  -7.56421
H  -0.89429  2.18781  -5.62843
H  1.71958  -1.31115  -5.80880
H  3.74037  -2.71926  -5.91643
H  5.29990  -2.80294  -4.00447
H  4.86427  -1.44998  -1.98591
H  2.84330  -0.02283  -1.87512
H  2.20520  1.96456  -5.58263
H  2.58165  4.36132  -6.04088
H  1.57417  6.07483  -4.57148
H  0.24720  5.39872  -2.59986
H  -0.08514  2.98398  -2.11448

These are the Mulliken partial charges, in e, on atoms 1 to 5: number 1, Au, carries 3.24; number 2, C, carries -1.16; number 3, S, carries 0.69; number 4, C, carries -1.21; number 5, O, carries -1.11

***

Entry 2:
This record from OMol25 describes C42H51Cl5N3O5PPbS5Si2Te2 as an isolated structure. The level of theory is ωB97M-V/def2-TZVPD.

## Properties
Spin multiplicity: 1
F_max in eV/A: 0.6
Charge: -2
Frontier orbital gap in Eh: 0.1498
E_LUMO in eV: 3.029

Geometry (Å):
Pb  0.90607  0.14952  -0.41327
Cl  -2.57516  2.62231  -2.45482
C  -2.65653  2.48327  -0.73414
C  -3.42846  3.40419  -0.02451
C  -3.50664  3.34074  1.33571
Cl  -4.49569  4.50484  2.19040
C  -2.82440  2.33565  2.05265
C  -2.91630  2.15188  3.44735
C  -2.26114  1.10639  4.02949
C  -1.46426  0.27213  3.22503
N  -1.31636  0.43931  1.93833
C  -2.01613  1.42237  1.32646
C  -1.91400  1.48625  -0.11049
O  -1.22292  0.63235  -0.79665
H  -3.96693  4.16885  -0.56681
H  -3.52373  2.82770  4.03486
H  -2.33259  0.92174  5.09150
H  -0.94637  -0.57341  3.67299
S  0.68162  2.75041  0.26851
S  2.47237  3.59266  -0.18565
S  2.81602  2.81151  -2.05972
S  3.19499  0.88177  -1.53750
C  -2.43775  -0.54449  -4.13926
C  -1.33579  -0.06322  -5.05129
O  -0.19838  -0.96285  -5.04590
P  0.98964  -0.69619  -4.00589
O  0.40457  -0.39026  -2.65270
Te  2.52631  -2.47628  -4.27138
O  1.60285  0.70955  -4.51351
C  2.43875  0.78960  -5.66289
C  2.64831  2.25450  -5.97740
H  -3.32945  0.07226  -4.27113
H  -2.15293  -0.47631  -3.09190
H  -2.69792  -1.58153  -4.35934
H  -1.00465  0.94092  -4.77247
H  -1.65894  -0.03742  -6.09429
H  1.96874  0.26757  -6.50241
H  3.38487  0.28728  -5.44836
H  1.69486  2.74680  -6.17456
H  3.28741  2.36154  -6.85717
H  3.12339  2.75977  -5.13595
C  3.70953  -4.12397  -0.39825
Si  3.08790  -2.58341  0.48235
C  2.80048  -3.05035  2.29623
C  4.56084  -1.43559  0.35287
C  1.49315  -2.05247  -0.38978
Si  -0.02066  -3.21400  -0.23249
C  -1.00069  -2.80796  1.30164
C  -1.03487  -3.18528  -1.78108
C  0.53532  -5.00318  0.00357
H  4.70389  -4.35405  0.00074
H  3.80395  -3.92669  -1.46903
H  3.07792  -4.99661  -0.26185
H  3.42011  -2.44567  2.96318
H  3.06727  -4.10026  2.44621
H  1.75904  -2.93473  2.59865
H  5.33605  -1.78833  1.04201
H  4.35248  -0.39323  0.56899
H  4.95960  -1.48528  -0.66404
H  1.74446  -1.95345  -1.45322
H  -1.37933  -1.78832  1.27469
H  -0.40655  -2.95706  2.21224
H  -1.87576  -3.46149  1.34933
H  -1.35029  -2.17811  -2.04529
H  -1.93675  -3.78719  -1.64454
H  -0.44406  -3.58693  -2.61153
H  1.07381  -5.17194  0.93996
H  1.15444  -5.34994  -0.82403
H  -0.37430  -5.61145  0.01864
Te  -4.11856  -1.11727  -0.48085
C  -5.46019  -2.74926  -0.57344
C  -5.97944  -3.36861  0.57389
C  -6.83683  -4.45753  0.50013
C  -7.20975  -4.98527  -0.73104
C  -6.70043  -4.39589  -1.88301
C  -5.84817  -3.30385  -1.80312
H  -5.69099  -2.97941  1.54389
H  -7.21562  -4.90332  1.41513
H  -7.87618  -5.83829  -0.79135
H  -6.96658  -4.79528  -2.85682
H  -5.45915  -2.86131  -2.71323
Cl  2.29391  6.70840  3.70411
C  1.94555  5.14373  4.37654
C  1.07873  4.28870  3.72293
C  0.81477  3.05651  4.29644
C  1.40427  2.64529  5.49152
C  1.13576  1.22527  5.94662
C  2.26180  0.26790  5.53772
N  2.62818  0.41491  4.15001
C  3.55273  1.30657  3.64312
C  3.38078  1.30204  2.29446
N  2.36741  0.43308  1.96018
C  1.93568  -0.06495  3.08794
O  1.01929  1.05472  7.34780
C  -0.19647  1.49244  7.91706
C  -1.36405  0.60882  7.57295
C  -2.66858  0.99152  7.63472
Cl  -3.24898  2.54509  8.09060
S  -3.76132  -0.24396  7.16967
C  -2.46378  -1.31730  6.87321
C  -1.25853  -0.74578  7.13642
C  2.29962  3.52462  6.09322
Cl  3.20137  3.09360  7.52849
C  2.56407  4.77476  5.55866
H  0.63507  4.55228  2.77250
H  0.15050  2.37893  3.77188
H  0.21004  0.91192  5.44877
H  1.93531  -0.75744  5.71728
H  3.13683  0.46035  6.15806
H  4.22039  1.85370  4.28722
H  3.90263  1.85885  1.53475
H  1.13357  -0.77800  3.19149
H  -0.41473  2.52954  7.63650
H  -0.02333  1.47498  8.99501
H  -2.65933  -2.31039  6.50178
H  -0.31203  -1.25194  7.01001
H  3.25847  5.44081  6.04973

These are the Mulliken partial charges, in e, on atoms 1 to 5: number 1, Pb, carries 1.20; number 2, Cl, carries -0.28; number 3, C, carries 1.09; number 4, C, carries -0.64; number 5, C, carries 0.88

***

Entry 3:
This record from OMol25 describes a 3-piece molecular cluster, C3H13NO2S overall. The level of theory is ωB97M-V/def2-TZVPD.

## Properties
Spin multiplicity: 1
F_max in eV/A: 3.1
Charge: 0
Frontier orbital gap in Eh: 0.3555
E_LUMO in eV: 0.645

Geometry (Å):
C  -0.48306  0.35261  -1.25833
N  -0.46728  1.18380  0.04490
C  -0.32658  0.21543  1.11948
C  1.15423  -0.18526  1.41106
S  1.61427  -1.73686  2.26719
H  0.40608  -0.42939  -1.12690
H  -1.42859  -0.28159  -1.45993
H  -0.31927  1.05691  -2.10210
H  -1.32722  1.80850  0.12628
H  -0.68013  -0.78138  0.77149
H  -0.66653  0.51066  2.14343
H  1.67140  0.63242  1.96550
H  1.65934  -0.10442  0.41201
H  1.63035  -2.55082  1.20454
O  -1.95249  -3.08629  -0.37002
H  -1.73550  -3.16235  0.52866
H  -2.48431  -3.76252  -0.77218
O  0.98211  3.48727  -1.93087
H  1.12862  2.68249  -1.28510
H  1.62457  4.15079  -1.68908

These are the Mulliken partial charges, in e, on atoms 1 to 5: number 1, C, carries -0.75; number 2, N, carries -0.35; number 3, C, carries -0.17; number 4, C, carries -0.81; number 5, S, carries -0.20

***

Entry 4:
This record from OMol25 describes an isolated ion of composition C3H4NS and charge +1. The level of theory is ωB97M-V/def2-TZVPD.

## Properties
Spin multiplicity: 1
F_max in eV/A: 5.7
Charge: +1
Frontier orbital gap in Eh: 0.3401
E_LUMO in eV: -6.974

Geometry (Å):
C  0.21960  0.86128  -0.36505
C  0.92903  -0.92205  0.90750
C  -1.06753  0.08779  -0.24168
N  1.27358  0.42226  0.17363
S  -0.68625  -1.41170  0.73546
H  0.45071  1.59258  -1.06107
H  1.88073  -1.36778  1.06471
H  -1.84058  0.86633  0.06031
H  -1.15930  -0.12871  -1.27381

These are the Mulliken partial charges, in e, on atoms 1 to 5: number 1, C, carries -0.16; number 2, C, carries 0.06; number 3, C, carries -0.34; number 4, N, carries -0.35; number 5, S, carries 0.15

***

Entry 5:
This record from OMol25 describes one molecule with the formula C25H24N2O3. The level of theory is ωB97M-V/def2-TZVPD.

## Properties
Spin multiplicity: 1
F_max in eV/A: 0.8
Charge: 0
Frontier orbital gap in Eh: 0.3212
E_LUMO in eV: 0.587

Geometry (Å):
C  6.59025  -1.75048  1.17210
O  5.65789  -1.49100  0.14983
C  4.33400  -1.51898  0.45020
C  3.80739  -1.76659  1.71415
C  2.43677  -1.75786  1.90596
C  1.56989  -1.50782  0.85060
C  0.10586  -1.54414  1.04140
N  -0.54352  -2.41597  0.35704
C  -1.89731  -2.51283  0.52214
C  -2.62058  -3.42443  -0.25556
C  -3.98085  -3.54037  -0.08693
C  -4.65193  -2.75950  0.85443
C  -3.95594  -1.85642  1.62470
C  -2.57497  -1.72407  1.46651
C  -1.83367  -0.73247  2.23398
O  -2.32170  0.00816  3.06431
N  -0.46422  -0.67997  1.94079
C  0.24715  0.48887  2.42598
C  0.50477  1.45606  1.26207
O  -0.68293  1.49489  0.51091
C  -0.71998  2.19931  -0.65987
C  0.31174  2.98789  -1.14161
C  0.16153  3.66939  -2.34041
C  -1.00958  3.57854  -3.07116
C  -1.19020  4.32491  -4.35903
C  -2.03573  2.77849  -2.57576
C  -1.91430  2.08467  -1.38800
C  -3.00918  1.20811  -0.86323
C  2.09899  -1.28988  -0.41988
C  3.46150  -1.28330  -0.61590
H  6.52545  -1.00801  1.97402
H  6.45796  -2.75281  1.59146
H  7.56934  -1.68482  0.70056
H  4.45053  -1.97452  2.55457
H  2.04192  -1.97806  2.88775
H  -2.08541  -4.02047  -0.97771
H  -4.53794  -4.24419  -0.68823
H  -5.71960  -2.86538  0.97490
H  -4.44934  -1.23413  2.35597
H  1.18789  0.21822  2.90479
H  -0.42192  0.95645  3.15374
H  0.76003  2.44821  1.65911
H  1.33842  1.09522  0.64248
H  1.23679  3.08429  -0.59408
H  0.97602  4.28091  -2.70108
H  -1.93134  5.11466  -4.23619
H  -1.54338  3.65676  -5.14278
H  -0.25577  4.77801  -4.68017
H  -2.95574  2.69548  -3.13745
H  -2.71384  0.16008  -0.92626
H  -3.19823  1.42757  0.18588
H  -3.92464  1.34696  -1.43211
H  1.42762  -1.11838  -1.24704
H  3.88400  -1.10527  -1.59189

These are the Mulliken partial charges, in e, on atoms 1 to 5: number 1, C, carries -0.84; number 2, O, carries -0.45; number 3, C, carries 0.90; number 4, C, carries -0.63; number 5, C, carries -0.43

***

- Look up the charge of the fourth one.
  +1

***

- Among the records above, which one has the lowest F_max?
  C42H51Cl5N3O5PPbS5Si2Te2

***

What did the third record say?
This record from OMol25 describes a 3-piece molecular cluster, C3H13NO2S overall. The level of theory is ωB97M-V/def2-TZVPD.

## Properties
Spin multiplicity: 1
F_max in eV/A: 3.1
Charge: 0
Frontier orbital gap in Eh: 0.3555
E_LUMO in eV: 0.645

Geometry (Å):
C  -0.48306  0.35261  -1.25833
N  -0.46728  1.18380  0.04490
C  -0.32658  0.21543  1.11948
C  1.15423  -0.18526  1.41106
S  1.61427  -1.73686  2.26719
H  0.40608  -0.42939  -1.12690
H  -1.42859  -0.28159  -1.45993
H  -0.31927  1.05691  -2.10210
H  -1.32722  1.80850  0.12628
H  -0.68013  -0.78138  0.77149
H  -0.66653  0.51066  2.14343
H  1.67140  0.63242  1.96550
H  1.65934  -0.10442  0.41201
H  1.63035  -2.55082  1.20454
O  -1.95249  -3.08629  -0.37002
H  -1.73550  -3.16235  0.52866
H  -2.48431  -3.76252  -0.77218
O  0.98211  3.48727  -1.93087
H  1.12862  2.68249  -1.28510
H  1.62457  4.15079  -1.68908

These are the Mulliken partial charges, in e, on atoms 1 to 5: number 1, C, carries -0.75; number 2, N, carries -0.35; number 3, C, carries -0.17; number 4, C, carries -0.81; number 5, S, carries -0.20